{
  "formula": "C6H16N3S",
  "method": "ωB97M-V/def2-TZVPD",
  "charge": 1,
  "e_lumo_ev": -3.688,
  "smiles": "CCC[C@H](C)N/C(N)=[NH+]\\S",
  "species": ["C", "C", "C", "C", "C", "N", "C", "N", "N", "S", "H", "H", "H", "H", "H", "H", "H", "H", "H", "H", "H", "H", "H", "H", "H", "H"],
  "positions_angstrom": [[1.7921, 1.8048, 1.2340], [1.1452, 0.4109, 1.1531], [1.3952, -0.3336, -0.1656], [0.3927, -0.0736, -1.2950], [-0.0484, 1.3676, -1.4250], [-0.7637, -1.0728, -1.2590], [-1.3667, -1.4881, -0.1196], [-1.1185, -2.7005, 0.3835], [-2.2513, -0.7330, 0.5695], [-3.0849, 0.6142, -0.1065], [2.2427, 2.0951, 0.2856], [1.0762, 2.5823, 1.4946], [2.5818, 1.8239, 1.9823], [0.0728, 0.4816, 1.3564], [1.5438, -0.2105, 1.9552], [2.3759, -0.0439, -0.5500], [1.4656, -1.4093, 0.0145], [0.8752, -0.3350, -2.2354], [-0.7276, 1.4939, -2.2639], [-0.5211, 1.7465, -0.5242], [0.8377, 1.9787, -1.5930], [-0.4643, -1.8850, -1.7863], [-0.7058, -3.4279, -0.1774], [-1.3905, -2.9287, 1.3266], [-2.8949, -1.2964, 1.1108], [-2.4591, 1.5386, 0.6351]],
  "mulliken_charge": [-1.28, -0.27, -1.04, 0.41, -1.50, -0.22, 0.50, -0.41, -0.28, -0.06, 0.33, 0.32, 0.33, 0.17, 0.49, 0.49, 0.36, 0.43, 0.37, 0.17, 0.41, 0.36, 0.22, 0.21, 0.30, 0.20]
}

---

{
  "formula": "C26H72F3O24",
  "method": "ωB97M-V/def2-TZVPD",
  "charge": -1,
  "e_lumo_ev": 2.054,
  "species": ["C", "O", "O", "C", "F", "F", "F", "C", "C", "H", "H", "H", "H", "H", "H", "C", "C", "O", "O", "H", "H", "H", "H", "H", "H", "C", "C", "O", "O", "H", "H", "H", "H", "H", "H", "C", "C", "O", "O", "H", "H", "H", "H", "H", "H", "C", "C", "O", "O", "H", "H", "H", "H", "H", "H", "C", "C", "O", "O", "H", "H", "H", "H", "H", "H", "C", "C", "O", "O", "H", "H", "H", "H", "H", "H", "C", "C", "O", "O", "H", "H", "H", "H", "H", "H", "C", "C", "O", "O", "H", "H", "H", "H", "H", "H", "C", "C", "O", "O", "H", "H", "H", "H", "H", "H", "C", "C", "O", "O", "H", "H", "H", "H", "H", "H", "C", "C", "O", "O", "H", "H", "H", "H", "H", "H"],
  "positions_angstrom": [[-0.8333, 0.0755, -0.9857], [0.5573, -0.1101, -0.8003], [-1.3924, -1.1311, -1.2687], [-1.4013, 0.7908, 0.2500], [-2.7532, 0.6920, 0.2494], [-0.9556, 0.2471, 1.3898], [-1.1505, 2.1177, 0.2326], [1.4332, 0.9716, -0.9809], [2.7477, 0.4469, -0.4388], [2.9291, -0.5027, -0.9522], [3.6109, 1.0679, -0.6909], [2.7429, 0.2570, 0.6320], [1.2309, 1.9027, -0.4268], [1.4402, 1.3464, -2.0121], [-0.9672, 0.7914, -1.8134], [5.5797, 1.0598, 2.9165], [5.8966, 2.4032, 2.2988], [5.2190, 2.6213, 1.0843], [5.9289, -0.0396, 2.0935], [4.5293, 1.0132, 3.2066], [6.1145, 0.9596, 3.8727], [6.9821, 2.5323, 2.1985], [5.5657, 3.1425, 3.0336], [5.5253, 1.9399, 0.4724], [6.8720, -0.0097, 1.9068], [5.3173, -2.5223, -1.2807], [4.0784, -3.3936, -1.1739], [4.2936, -4.6004, -1.8944], [5.7369, -2.3541, -2.6285], [6.1651, -2.9840, -0.7679], [5.1808, -1.5533, -0.7826], [3.2241, -2.8771, -1.6211], [3.8230, -3.5001, -0.1161], [4.6661, -5.2423, -1.2830], [5.0119, -2.0469, -3.1829], [-5.9545, -2.1903, 1.0303], [-4.8214, -1.6928, 0.1483], [-3.6049, -2.3454, 0.4890], [-5.9658, -1.7267, 2.3758], [-5.8709, -3.2849, 1.0333], [-6.8790, -1.9580, 0.4879], [-4.7768, -0.6029, 0.2269], [-5.0690, -2.0115, -0.8677], [-2.8814, -1.8471, 0.0577], [-6.6802, -2.2071, 2.8031], [0.8472, 2.6325, 3.1668], [2.2175, 3.2797, 3.1464], [2.1344, 4.6837, 2.9104], [0.1421, 2.9410, 4.3582], [1.0216, 1.5612, 3.0502], [0.2474, 2.9899, 2.3231], [2.7520, 2.8567, 2.2836], [2.7551, 3.0336, 4.0590], [1.7833, 4.8396, 2.0309], [0.0714, 3.8904, 4.4889], [5.3603, 0.6374, -3.3919], [5.0660, 2.1057, -3.5500], [5.7541, 2.5950, -4.7076], [6.6077, 0.3930, -2.7613], [5.3447, 0.1195, -4.3572], [4.6065, 0.1304, -2.7773], [5.3540, 2.6100, -2.6222], [3.9914, 2.2624, -3.6766], [5.6853, 3.5536, -4.6368], [6.8533, -0.5406, -2.7115], [-3.9307, 2.8124, 2.6863], [-3.5360, 3.5004, 3.9712], [-4.5837, 4.1837, 4.6312], [-4.1426, 3.7533, 1.6028], [-4.8470, 2.2262, 2.7310], [-3.0575, 2.2001, 2.4422], [-2.6223, 4.0985, 3.9416], [-3.2701, 2.6414, 4.5988], [-5.0296, 4.7740, 4.0167], [-4.9924, 3.5183, 1.2262], [-3.6859, 2.4952, -2.5987], [-4.8861, 2.2991, -3.5294], [-4.8622, 1.1212, -4.3253], [-2.4803, 2.7789, -3.2678], [-3.5503, 1.5808, -2.0063], [-3.9390, 3.2601, -1.8599], [-4.9919, 3.1352, -4.2226], [-5.8040, 2.2547, -2.9291], [-4.2593, 0.4472, -3.9880], [-2.0809, 1.8935, -3.3895], [-3.4300, -3.6128, -3.0249], [-3.3637, -2.3950, -3.9278], [-3.4838, -1.1476, -3.2581], [-2.1553, -3.8406, -2.4254], [-3.6655, -4.5364, -3.5516], [-4.1224, -3.4316, -2.1946], [-4.0970, -2.4597, -4.7357], [-2.4048, -2.4196, -4.4585], [-2.8024, -1.0452, -2.5565], [-1.8657, -2.9781, -2.0992], [1.0213, -2.7331, 2.7366], [1.2608, -2.5306, 1.2622], [0.4747, -3.3307, 0.3981], [1.3273, -4.0671, 3.1099], [0.0193, -2.3591, 2.9557], [1.8051, -2.1082, 3.1846], [2.3280, -2.6785, 1.0323], [1.1469, -1.4842, 0.9636], [-0.0257, -2.7323, -0.1885], [1.3164, -4.1452, 4.0662], [-0.2450, -0.2458, -3.8199], [-0.0413, -1.7305, -3.5584], [0.0830, -2.0336, -2.1624], [-1.5659, 0.1874, -3.5022], [-0.0933, -0.0455, -4.8888], [0.4979, 0.3280, -3.2741], [0.8756, -2.1167, -4.0098], [-0.8540, -2.3193, -4.0010], [-0.8124, -1.7939, -1.6671], [-2.2239, -0.4378, -3.8638], [-1.5528, -0.4119, 4.6352], [-2.5786, -0.8509, 3.6194], [-3.7644, -1.3373, 4.2527], [-1.2773, -1.4409, 5.5773], [-1.9240, 0.4723, 5.1625], [-0.6706, -0.1298, 4.0600], [-2.2897, -1.6574, 2.9392], [-2.8893, 0.0105, 3.0171], [-4.3035, -1.7638, 3.5757], [-2.1426, -1.8409, 5.7422]],
  "mulliken_charge": [-0.45, 1.56, 0.25, -0.73, -0.14, 0.12, -0.38, -0.48, -0.27, -0.35, 0.08, 0.14, 0.12, 0.38, 0.45, -0.31, -0.60, -0.45, -0.49, 0.13, 0.40, 0.42, 0.36, 0.26, 0.30, -0.02, -0.13, -0.54, -0.63, 0.41, 0.04, 0.04, 0.22, 0.34, 0.31, -0.98, 0.75, -0.65, -0.49, 0.40, 0.38, -0.11, 0.09, -0.06, 0.27, 0.64, -0.42, -0.60, -0.57, -0.08, -0.01, 0.09, 0.35, 0.33, 0.30, 0.71, -0.51, -0.54, -0.62, 0.39, -0.57, 0.27, 0.31, 0.31, 0.35, 0.29, -0.13, -0.57, -0.57, 0.42, -0.40, 0.22, 0.06, 0.32, 0.35, 0.15, -0.59, -0.62, -0.68, -0.25, 0.38, 0.32, 0.27, 0.40, 0.56, -0.18, -0.64, -0.45, -0.64, 0.40, -0.03, 0.52, 0.44, 0.18, 0.18, -0.29, 1.46, -0.69, -0.59, 0.11, 0.28, -0.61, -0.90, 0.51, 0.32, 0.04, -0.52, -0.63, -0.78, 0.60, -0.46, 0.54, -0.09, 0.37, 0.52, -0.07, 0.54, -0.74, -0.59, 0.29, -0.14, 0.30, -0.27, 0.34, 0.36]
}

---

{
  "formula": "C27H44BrCaNOP2",
  "method": "ωB97M-V/def2-TZVPD",
  "charge": 2,
  "e_lumo_ev": -5.913,
  "species": ["C", "C", "C", "C", "N", "C", "C", "C", "C", "C", "C", "C", "C", "C", "Ca", "P", "H", "H", "H", "H", "H", "H", "H", "H", "C", "C", "H", "H", "H", "H", "H", "C", "C", "H", "H", "H", "H", "H", "C", "C", "H", "H", "H", "H", "H", "Br", "P", "C", "C", "H", "H", "H", "H", "H", "C", "C", "H", "H", "H", "H", "H", "C", "C", "H", "H", "H", "H", "H", "C", "C", "O", "H", "H", "H", "H", "H", "H"],
  "positions_angstrom": [[2.0544, 3.9850, -0.1033], [1.0028, 3.3895, -0.8310], [1.2086, 3.2154, -2.2162], [2.4022, 3.6653, -2.7989], [3.3840, 4.2203, -2.0859], [3.2108, 4.4015, -0.7741], [-0.1859, 2.8786, -0.1760], [-1.2804, 2.6186, 0.3508], [-2.6039, 2.5519, 0.9283], [-3.1245, 1.3770, 1.5467], [-4.4310, 1.3472, 2.0501], [-5.1999, 2.5087, 1.9792], [-4.7166, 3.6929, 1.4005], [-3.4232, 3.7120, 0.8875], [-0.1531, 0.4055, 1.2214], [2.4249, -0.4423, 0.1683], [0.4838, 2.6965, -2.8345], [2.0115, 4.0819, 0.9776], [2.5807, 3.5459, -3.8708], [4.0361, 4.8719, -0.2340], [-3.0174, 4.6277, 0.4366], [-2.5328, 0.4348, 1.6249], [-5.3450, 4.5833, 1.3510], [-4.8491, 0.4410, 2.4903], [3.0674, -2.1537, 0.4648], [4.1886, -2.6923, -0.4208], [2.1823, -2.8042, 0.3753], [3.3783, -2.1868, 1.5187], [4.3759, -3.7369, -0.1400], [3.9409, -2.6844, -1.4897], [5.1362, -2.1556, -0.2796], [2.7094, -0.2041, -1.6432], [4.0809, 0.2451, -2.1334], [1.9647, 0.5378, -1.9648], [2.4339, -1.1510, -2.1263], [4.0533, 0.3169, -3.2289], [4.3667, 1.2381, -1.7641], [4.8850, -0.4609, -1.8913], [3.6893, 0.6481, 0.9649], [5.1347, 0.1697, 1.0637], [3.3103, 0.8260, 1.9833], [3.6484, 1.6103, 0.4408], [5.7099, 0.9182, 1.6274], [5.2406, -0.7845, 1.5983], [5.6291, 0.0757, 0.0867], [-6.9710, 2.4950, 2.6859], [-1.3339, -1.4550, -0.7815], [-0.3976, -2.4464, -2.0173], [-1.0400, -3.7093, -2.5787], [0.5506, -2.7126, -1.5233], [-0.1364, -1.7676, -2.8388], [-0.3091, -4.2192, -3.2204], [-1.3408, -4.4204, -1.8003], [-1.9161, -3.4989, -3.2056], [-2.4475, -2.6652, 0.0606], [-3.7928, -3.0108, -0.5691], [-2.6216, -2.2451, 1.0666], [-1.8595, -3.5824, 0.2109], [-4.3367, -3.6634, 0.1287], [-4.4250, -2.1319, -0.7535], [-3.6881, -3.5680, -1.5106], [-2.4485, -0.3621, -1.7617], [-2.9159, -0.8354, -3.1334], [-1.9063, 0.5901, -1.8770], [-3.3192, -0.1420, -1.1290], [-3.5033, -0.0280, -3.5894], [-2.0890, -1.0604, -3.8167], [-3.5722, -1.7132, -3.0824], [-1.8994, -1.2639, 5.0158], [-0.8924, -0.3176, 4.3858], [-0.3856, -0.8390, 3.1076], [-2.7173, -1.5039, 4.3263], [-2.3379, -0.7837, 5.8980], [-1.4416, -2.1988, 5.3649], [-1.3192, 0.6608, 4.1429], [-0.0156, -0.1819, 5.0324], [-0.2339, -1.8014, 3.2317]],
  "mulliken_charge": [-0.31, 0.82, -0.28, -0.54, -0.50, -0.42, 0.21, -1.67, 2.22, -0.09, -1.08, -0.11, -0.55, -0.67, 1.08, 0.78, 0.52, 0.50, 0.40, 0.41, 0.51, -0.01, 0.46, 0.53, -0.97, -1.32, 0.48, 0.64, 0.44, 0.27, 0.24, -0.15, -1.57, 0.16, 0.46, 0.44, 0.27, 0.28, -0.24, -1.41, 0.61, 0.04, 0.44, 0.30, 0.22, -0.11, 1.02, -0.45, -1.43, 0.26, 0.44, 0.44, 0.28, 0.27, -0.63, -1.33, 0.18, 0.52, 0.44, 0.28, 0.24, -0.33, -1.42, 0.29, 0.35, 0.43, 0.33, 0.25, -1.23, -0.10, -0.68, 0.31, 0.37, 0.42, 0.22, 0.32, 0.20]
}